(1)
9
Properties=species:S:1:pos:R:3:forces:R:3:mulliken_charge:R:1 method="wB97M-V/def2-TZVPD" homo_energy_ev=-9.23 charge=0 relative_energy_kcal_mol=38.5 orbital_gap_ev=7.85 total_energy_ev=-26864.446
C -1.174 1.390 1.527 1.67 -2.06 -1.24 0.660
C 0.825 -0.250 -0.610 -2.44 2.42 3.09 0.145
C -0.507 1.010 0.423 0.72 -0.72 -2.66 -0.203
C 0.635 -1.546 -0.552 -0.52 0.27 -0.23 0.444
O -1.769 1.604 2.495 -0.11 0.45 0.23 -0.320
F -0.971 1.701 -0.700 0.30 -0.16 0.68 -0.247
F -0.388 -2.089 0.046 -0.01 -0.45 0.32 -0.181
F 1.367 -2.418 -1.203 0.00 -0.11 0.05 -0.199
Cl 1.983 0.597 -1.425 0.39 0.36 -0.24 -0.099


(2)
12
Properties=species:S:1:pos:R:3:forces:R:3:mulliken_charge:R:1 method="wB97M-V/def2-TZVPD" homo_energy_ev=-9.46 charge=0 relative_energy_kcal_mol=154.2 orbital_gap_ev=9.69 total_energy_ev=-11281.852
H -1.637 1.267 -0.375 0.78 0.03 0.02 0.261
N -0.910 1.913 -0.050 0.38 0.30 -0.22 -0.567
C 0.286 1.559 -0.008 1.75 0.45 2.39 0.169
N 0.889 0.240 -0.281 -1.64 -0.34 0.63 0.235
O 2.166 0.264 -0.141 7.57 -1.37 2.10 -0.575
C 0.517 -1.045 -0.085 -4.38 0.62 -1.56 0.445
O 1.270 -1.988 -0.007 0.26 0.03 0.64 -0.611
C -0.967 -1.091 -0.164 -0.64 -1.04 0.83 -0.274
C -2.170 -1.156 -0.028 -0.94 -1.37 0.25 -0.109
H 1.231 2.253 0.536 -2.91 -1.97 -2.04 0.267
H 2.564 -0.693 0.458 -2.37 3.51 -2.53 0.415
H -3.238 -1.523 0.146 2.15 1.15 -0.50 0.343


(3)
24
Properties=species:S:1:pos:R:3:forces:R:3:mulliken_charge:R:1 method="wB97M-V/def2-TZVPD" homo_energy_ev=-11.69 charge=+1 relative_energy_kcal_mol=0.0 orbital_gap_ev=8.18 total_energy_ev=-78299.709 smiles="CC[Se]C1=C2NC[NH+]=C2C=CN1"
C 1.568 -2.721 0.398 1.22 1.75 -0.62 -0.840
C 2.606 -1.691 -0.254 0.45 -1.73 1.09 -0.455
Se 1.933 -0.497 -1.701 -0.36 -0.11 0.71 0.089
C 0.734 0.465 -0.502 1.15 -1.14 0.26 -0.760
C -0.573 0.782 -0.715 -0.13 -0.57 -0.82 0.882
N -1.338 0.667 -1.861 -1.25 0.25 1.02 -0.285
C -2.713 1.147 -1.457 -1.27 -1.01 -3.84 -0.651
N -2.653 1.474 -0.087 1.35 0.03 -0.10 -0.141
C -1.413 1.273 0.334 1.51 0.48 -0.09 0.664
C -0.841 1.557 1.554 -2.71 -0.50 1.61 -0.679
C 0.442 1.151 1.709 1.88 2.09 3.23 -0.301
N 1.224 0.637 0.788 -0.03 0.47 -1.13 -0.036
H 1.228 -3.530 -0.255 -0.03 0.44 -0.01 0.315
H 2.119 -3.158 1.257 -0.69 0.31 -0.30 0.302
H 0.792 -1.996 0.674 -0.46 -1.10 0.48 0.224
H 3.492 -2.340 -0.613 -1.09 1.81 0.35 0.401
H 2.845 -1.006 0.629 0.57 -1.31 -1.57 0.123
H -1.232 -0.009 -2.627 0.15 0.42 0.90 0.246
H -3.549 0.457 -1.686 0.67 -0.40 0.37 0.351
H -2.942 1.939 -2.182 0.03 0.71 0.79 0.311
H -3.401 1.486 0.558 -0.99 0.13 0.24 0.275
H -1.562 1.844 2.413 1.88 -0.16 -1.35 0.288
H 1.005 1.521 2.612 -0.79 -0.98 -0.70 0.334
H 2.228 0.550 1.013 -1.04 0.11 -0.52 0.345


(4)
45
Properties=species:S:1:pos:R:3:forces:R:3:mulliken_charge:R:1 method="wB97M-V/def2-TZVPD" homo_energy_ev=-8.30 charge=0 relative_energy_kcal_mol=38.0 orbital_gap_ev=9.03 total_energy_ev=-49216.359 smiles="CSc1nc(C)cc(OCCNS(=O)(=O)c2cc(C)ccc2C)n1"
C -3.202 -3.102 -0.763 0.05 0.30 0.34 -0.785
S -2.842 -2.191 0.762 -0.03 -0.49 0.13 -0.074
C -2.757 -0.577 0.115 -0.30 0.08 -0.21 0.097
N -3.173 -0.381 -1.116 -0.10 -0.27 -0.18 -0.318
C -3.061 0.856 -1.599 0.07 0.44 0.24 0.823
C -3.497 1.062 -3.013 0.02 0.07 0.02 -1.369
C -2.544 1.886 -0.834 0.06 -0.14 0.16 -0.833
C -2.122 1.557 0.456 -0.67 -0.30 -0.30 0.733
O -1.582 2.512 1.221 -0.06 0.13 -0.28 -0.415
C -0.987 2.103 2.441 0.35 -0.26 0.40 -0.526
C 0.412 1.507 2.235 -0.11 0.57 0.14 -0.772
N 0.422 0.231 1.557 0.19 -0.26 -0.94 -0.190
S 0.687 0.242 -0.103 0.39 -0.31 0.33 1.665
O 0.583 1.576 -0.626 0.30 0.08 0.22 -0.705
O -0.131 -0.776 -0.700 0.22 -0.08 0.17 -0.657
C 2.404 -0.251 -0.169 -0.39 0.22 -0.07 0.289
C 3.298 0.645 -0.722 0.11 0.13 -0.09 -0.499
C 4.649 0.339 -0.805 -0.10 -0.10 0.07 0.747
C 5.630 1.297 -1.407 0.01 -0.04 -0.02 -1.549
C 5.066 -0.895 -0.318 -0.08 0.13 -0.03 -0.707
C 4.165 -1.787 0.233 -0.14 0.07 -0.01 -0.848
C 2.809 -1.484 0.323 0.06 -0.17 0.03 0.419
C 1.839 -2.438 0.937 0.02 -0.21 0.07 -1.634
N -2.262 0.333 0.943 -0.11 0.34 0.24 -0.416
H -2.423 -2.868 -1.481 -0.02 -0.09 -0.12 0.224
H -4.171 -2.796 -1.141 0.00 -0.07 -0.10 0.259
H -3.199 -4.157 -0.509 0.01 -0.10 0.05 0.362
H -4.146 0.248 -3.321 -0.03 0.00 -0.01 0.376
H -2.618 1.069 -3.656 0.04 0.01 -0.10 0.252
H -4.010 2.015 -3.123 -0.02 0.07 -0.08 0.368
H -2.415 2.886 -1.208 0.02 0.15 -0.09 0.439
H -0.911 3.015 3.039 0.00 -0.15 -0.03 0.397
H -1.633 1.375 2.943 0.09 0.22 0.04 0.354
H 1.007 2.191 1.625 0.01 0.13 0.28 0.347
H 0.888 1.387 3.215 -0.04 0.11 -0.08 0.422
H -0.390 -0.335 1.776 -0.06 -0.12 -0.20 0.421
H 2.911 1.584 -1.088 0.06 0.15 -0.07 0.462
H 6.460 1.473 -0.725 0.07 0.07 0.00 0.367
H 6.040 0.885 -2.329 0.06 0.05 -0.08 0.330
H 5.153 2.246 -1.635 0.03 0.10 -0.04 0.333
H 6.113 -1.159 -0.373 0.12 -0.04 0.00 0.417
H 4.516 -2.739 0.604 0.00 -0.11 0.04 0.393
H 2.256 -3.441 0.974 0.01 -0.06 0.01 0.456
H 1.602 -2.120 1.951 -0.04 -0.04 0.09 0.277
H 0.913 -2.446 0.369 -0.05 -0.20 0.07 0.266


(5)
27
Properties=species:S:1:pos:R:3:forces:R:3:mulliken_charge:R:1 method="wB97M-V/def2-TZVPD" homo_energy_ev="-12.38 / -12.37" charge=+1 relative_energy_kcal_mol=107.9 orbital_gap_ev="8.92 / 8.81" total_energy_ev=-15056.734
C 1.215 0.405 2.642 -2.64 -2.50 0.34 -0.556
C 2.029 1.133 1.850 1.39 0.80 0.03 -0.768
C 0.232 -0.532 2.173 0.74 1.15 -0.43 -0.906
C 1.990 0.946 0.503 0.76 0.14 -0.65 -0.627
C 0.205 -0.742 0.797 0.72 0.54 -1.64 0.293
C 1.168 -0.034 0.005 -0.55 0.19 2.80 1.198
C -0.019 -1.236 -1.374 1.23 0.71 -2.07 -0.077
C -1.609 -2.370 0.083 -3.54 -1.01 -1.51 -0.943
C 2.082 -0.124 -2.286 -1.42 -0.43 0.73 -0.901
C -2.956 2.272 -0.398 0.48 2.88 2.39 -0.576
N -0.551 -1.496 -0.199 2.08 2.25 1.95 0.287
N 1.081 -0.414 -1.258 -2.49 -1.75 -2.02 0.019
N -2.275 1.140 -0.470 1.64 -2.08 0.10 -0.214
H 1.246 0.465 3.692 0.17 0.42 1.15 0.427
H 2.791 1.793 2.272 -0.52 -0.05 -0.05 0.388
H -0.478 -0.932 2.872 -0.06 -0.36 0.08 0.441
H 2.638 1.534 -0.133 0.00 -0.12 -0.07 0.284
H -0.409 -1.546 -2.402 0.61 0.11 1.92 0.371
H -1.301 -3.204 0.677 0.25 -0.28 0.62 0.396
H -2.596 -1.922 0.466 1.89 -0.13 -0.22 0.299
H -1.910 -2.798 -0.906 0.16 0.13 0.79 0.342
H 2.717 0.649 -1.948 0.68 0.61 0.38 0.284
H 2.604 -1.034 -2.439 0.70 -0.56 -0.62 0.360
H 1.530 0.240 -3.105 -0.22 0.19 -1.48 0.387
H -2.309 3.199 -0.693 -0.92 -1.15 0.56 0.255
H -3.401 2.433 0.703 0.63 -0.09 -2.09 0.244
H -3.713 2.176 -1.123 -1.76 0.36 -0.98 0.294


(6)
62
Properties=species:S:1:pos:R:3:forces:R:3:mulliken_charge:R:1 method="wB97M-V/def2-TZVPD" homo_energy_ev=-13.11 charge=+2 relative_energy_kcal_mol=63.5 orbital_gap_ev=7.07 total_energy_ev=-114560.584
Pt -2.349 -0.296 0.824 0.16 0.16 0.04 0.593
C -3.765 1.520 2.988 0.03 0.00 -0.01 -0.974
O -2.880 1.479 1.827 0.00 0.07 -0.02 -0.336
C -2.071 2.602 1.633 -0.02 -0.04 0.07 0.922
C -2.350 3.817 2.228 0.02 0.01 -0.02 -0.141
C -1.491 4.887 1.997 -0.01 -0.04 0.00 -0.459
Br -1.873 6.541 2.795 0.00 -0.01 -0.01 -0.119
C -0.367 4.748 1.208 0.03 -0.01 0.01 -1.058
C -0.084 3.522 0.608 0.01 0.11 -0.02 0.325
C -0.956 2.465 0.818 -0.02 0.02 0.00 0.318
O -0.754 1.226 0.150 -0.26 -0.21 -0.03 -0.883
C 1.124 3.426 -0.224 0.04 -0.02 0.02 0.332
N 1.782 4.452 -0.667 -0.04 -0.01 -0.01 -0.672
C 2.864 3.929 -1.355 0.06 -0.01 -0.01 0.162
C 3.893 4.587 -2.030 0.00 -0.01 0.00 -0.749
C 4.863 3.813 -2.629 0.00 0.01 0.00 -0.601
C 4.826 2.410 -2.569 0.02 -0.01 -0.02 -0.623
C 3.817 1.741 -1.907 -0.04 0.02 -0.02 -0.755
C 2.841 2.530 -1.305 0.01 0.03 0.06 1.447
N 1.709 2.227 -0.571 -0.08 -0.04 -0.09 0.129
H -3.203 1.891 3.841 0.01 0.02 0.01 0.482
H -4.082 0.504 3.181 -0.01 -0.02 -0.01 0.269
H -4.616 2.158 2.765 0.00 0.00 0.00 0.340
H -3.217 3.962 2.854 -0.02 -0.02 0.02 0.528
H 0.309 5.573 1.036 -0.01 0.01 0.00 0.635
H -1.079 1.363 -0.755 0.16 0.02 -0.06 0.371
H 3.918 5.667 -2.073 0.00 0.00 0.00 0.474
H 5.675 4.290 -3.160 0.00 0.00 0.00 0.405
H 5.609 1.844 -3.057 0.00 0.00 0.00 0.422
H 3.796 0.657 -1.875 0.02 -0.01 0.01 0.128
H 1.354 1.334 -0.294 0.06 0.05 0.06 -0.092
F -3.850 -1.782 2.628 0.00 0.00 -0.04 -0.262
C -3.996 -1.256 1.377 0.02 0.00 0.03 -0.227
F -4.344 -2.281 0.561 -0.01 0.00 -0.02 -0.234
H -4.830 -0.545 1.386 -0.03 -0.04 0.05 0.603
C -2.395 -6.037 -1.500 0.01 0.00 0.00 -1.427
C -2.155 -4.647 -1.010 0.01 0.06 0.02 1.098
C -2.299 -3.536 -1.844 0.06 -0.07 0.02 -1.106
C -2.105 -2.270 -1.343 0.14 0.06 -0.13 -0.028
N -1.750 -2.040 -0.063 -0.49 0.04 0.08 -0.557
C -1.581 -3.111 0.745 0.23 -0.03 0.05 -0.248
C -1.762 -4.400 0.309 0.04 -0.03 -0.09 -0.829
H -2.937 -6.043 -2.443 0.00 0.00 0.00 0.396
H -2.953 -6.614 -0.763 -0.01 0.00 0.00 0.395
H -1.440 -6.544 -1.653 0.00 0.00 0.00 0.316
H -2.594 -3.654 -2.878 0.00 0.00 0.00 0.433
H -2.233 -1.397 -1.969 -0.12 0.00 0.02 0.486
H -1.306 -2.895 1.769 -0.11 0.00 0.03 0.543
H -1.631 -5.215 1.008 0.00 0.00 0.00 0.492
N 3.117 -3.337 -0.466 0.04 -0.05 0.01 -0.565
C 3.506 -2.163 0.315 0.01 0.03 0.01 -0.618
C 2.243 -1.332 0.606 0.01 0.06 -0.03 -0.532
N 1.359 -1.455 -0.603 -0.05 0.05 -0.04 0.099
H 3.833 -3.602 -1.129 0.00 -0.01 0.00 0.226
H 1.712 -2.363 -1.025 0.03 -0.10 0.02 0.583
H 2.938 -4.144 0.119 0.01 -0.01 0.00 0.200
H 4.204 -1.563 -0.268 0.00 -0.01 -0.02 0.348
H 3.994 -2.400 1.260 0.01 0.01 -0.01 0.381
H 2.484 -0.288 0.788 -0.02 0.01 0.04 0.401
H 1.681 -1.713 1.456 0.01 -0.08 -0.02 0.382
H 0.363 -1.544 -0.378 0.08 0.08 0.00 -0.043
H 1.486 -0.700 -1.277 0.05 -0.05 -0.01 0.477


(7)
16
Properties=species:S:1:pos:R:3:forces:R:3:mulliken_charge:R:1 method="wB97M-V/def2-TZVPD" homo_energy_ev="-7.53 / -7.53" charge=0 relative_energy_kcal_mol=79.5 orbital_gap_ev="7.53 / 7.53" total_energy_ev=-28684.755
C -2.059 -0.035 -0.093 3.19 1.49 0.26 0.178
C 0.616 1.348 0.471 -3.49 -0.06 2.73 -1.120
C 0.482 -1.208 1.049 4.75 2.57 -0.12 -1.477
C 0.593 -0.252 -1.386 1.15 0.01 0.86 -1.375
C 0.357 -0.072 0.099 -3.15 1.19 -2.17 1.089
S -2.588 1.456 -0.001 -0.74 0.15 0.01 -0.307
Cl -2.868 -1.402 -0.575 -0.51 -1.06 -0.16 -0.113
H -0.318 2.055 0.263 1.34 -1.61 0.03 0.108
H 1.417 1.849 0.018 1.42 0.29 -0.68 0.396
H 0.640 1.375 1.590 0.53 0.37 -0.80 0.343
H 0.634 -2.099 0.542 0.80 -1.74 -1.11 0.415
H -0.327 -1.388 1.596 -3.36 -0.18 2.59 0.394
H 1.383 -0.955 1.757 -1.52 -0.81 -1.13 0.327
H 1.680 -0.008 -1.471 -0.33 -1.02 -0.54 0.375
H 0.205 -1.144 -1.846 0.64 -0.93 0.23 0.407
H 0.155 0.482 -2.012 -0.71 1.34 -0.02 0.360


(8)
15
Properties=species:S:1:pos:R:3:forces:R:3:mulliken_charge:R:1 method="wB97M-V/def2-TZVPD" homo_energy_ev=-9.01 charge=0 relative_energy_kcal_mol=113.1 orbital_gap_ev=9.94 total_energy_ev=-7827.417
C 2.372 0.792 0.491 0.03 -0.12 -0.02 -1.118
C 1.090 0.298 -0.136 0.14 0.33 0.06 0.078
N -0.056 0.287 0.616 -0.03 -0.15 -0.23 -0.579
C -0.459 -0.941 0.211 0.02 -0.11 0.19 -0.052
O -1.727 -1.230 -0.158 -0.01 -0.04 0.10 -0.328
C -2.563 -0.113 -0.428 -0.22 0.21 -0.05 -0.632
H 2.163 1.731 1.026 -0.06 -0.22 -0.15 0.306
H 2.723 0.074 1.238 0.01 0.10 -0.08 0.243
H 3.167 0.963 -0.242 -0.14 -0.04 0.10 0.326
H 0.684 -1.052 -0.649 0.28 0.05 0.11 0.217
H 0.988 0.502 -1.203 -0.06 -0.03 0.12 0.339
H -0.029 -1.801 0.728 -0.01 0.09 -0.17 0.421
H -3.388 -0.488 -1.037 0.10 0.07 0.07 0.220
H -2.015 0.670 -0.962 -0.08 -0.12 0.07 0.296
H -2.949 0.308 0.504 0.03 -0.03 -0.14 0.264